No. 1
Molecular formula: C24H23ClN4O2PtSe3
Method: DFT, wB97M-V/def2-TZVPD

Gap between HOMO and LUMO = 0.18131 Eh
LUMO level = -8.1 eV
Electronic energy = -9081.0299 Ha
Charge = +2
HOMO level = -0.481 hartree
Spin multiplicity = 1

Positions of all 58 atoms, in Å:
Pt: -0.393 1.286 -0.060
Se: -1.211 3.274 0.974
Se: 0.112 1.759 5.020
Se: -2.047 1.507 -1.814
Cl: 1.914 -4.613 -4.809
O: -0.211 -0.186 -1.580
O: 2.066 -0.830 0.188
N: 1.210 1.529 1.344
N: -0.159 1.667 3.262
N: 1.331 -6.235 1.544
N: 1.861 1.713 4.885
C: -0.304 -1.619 -3.391
C: 0.163 -2.652 -4.176
C: 0.799 -5.221 1.461
C: 1.030 1.597 2.707
C: 0.369 -1.196 -2.232
C: 2.444 1.560 0.898
C: -1.024 -1.443 1.136
C: -1.294 -2.450 0.186
C: 2.330 -1.638 -0.682
C: 0.416 -2.969 2.334
C: -0.924 2.166 -3.255
C: -2.894 2.821 1.827
C: -0.720 -3.693 0.302
C: 2.009 -2.937 -2.694
C: -2.878 3.242 -1.395
C: -1.711 -0.197 1.057
C: 1.547 -1.891 -1.883
C: 1.333 -3.320 -3.829
C: 0.151 -3.944 1.367
C: -1.952 4.148 -0.621
C: -0.168 -1.731 2.218
C: 3.602 1.615 1.717
C: 2.158 1.635 3.603
C: 3.479 1.630 3.067
H: -2.642 2.372 2.783
H: -1.789 0.377 1.973
H: 2.571 1.530 -0.178
H: 4.329 1.652 3.736
H: -0.378 -2.952 -5.064
H: -1.594 2.449 -4.064
H: 1.072 -3.202 3.161
H: 4.566 1.627 1.232
H: 0.012 -0.977 2.973
H: -3.169 3.687 -2.347
H: -2.582 -0.184 0.410
H: -1.222 -1.112 -3.665
H: -0.925 -4.470 -0.421
H: 3.226 -2.277 -0.572
H: -0.282 1.342 -3.551
H: 2.915 -3.458 -2.409
H: -2.450 5.052 -0.267
H: -1.965 -2.240 -0.637
H: -3.485 2.141 1.220
H: -3.423 3.759 1.986
H: -1.082 4.455 -1.200
H: -0.342 3.022 -2.924
H: -3.794 3.026 -0.848


No. 2
Molecular formula: C24H23CsN8OS3
Method: DFT, wB97M-V/def2-TZVPD

Gap between HOMO and LUMO = 0.25038 Eh
LUMO level = -0.7 eV
Electronic energy = -2656.3416 Ha
Charge = 0
HOMO level = -0.277 hartree
Spin multiplicity = 1

Positions of all 60 atoms, in Å:
Cs: -1.382 1.834 1.744
S: -4.352 1.950 1.008
S: 1.984 0.674 1.346
S: 0.812 3.134 -0.401
O: -3.707 2.688 2.153
N: -0.217 -1.030 3.632
N: 1.296 -1.665 5.189
N: -0.701 1.315 5.221
N: -3.515 1.023 0.240
N: 1.728 -0.621 -0.950
N: -0.382 1.086 7.978
N: 1.334 -2.470 4.109
N: 1.767 1.723 -2.432
C: 1.756 0.545 -0.283
C: -1.941 1.894 -4.622
C: -1.905 -2.607 -0.119
C: -0.761 -4.697 -0.447
C: 1.476 -0.650 -2.392
C: 2.252 0.471 -3.014
C: -0.894 2.261 -3.790
C: 0.502 -2.645 -0.331
C: 1.484 1.808 -1.123
C: -1.160 2.241 6.057
C: 1.827 -1.912 -0.288
C: 0.384 2.459 -4.313
C: -1.943 -3.989 -0.265
C: 0.457 -4.026 -0.482
C: -1.006 2.126 7.429
C: 0.349 -0.814 4.855
C: 0.068 0.156 7.142
C: -0.454 1.932 -6.513
C: -0.100 0.262 5.765
C: -1.722 1.731 -5.986
C: 0.596 2.293 -5.675
C: 0.433 -2.082 3.193
C: -0.689 -1.941 -0.153
C: 1.514 2.817 -3.377
H: -0.786 -5.773 -0.568
H: -1.656 3.100 5.617
H: 0.275 -2.590 2.249
H: 1.378 -4.581 -0.629
H: -2.819 -2.042 0.023
H: 1.792 -1.616 -2.779
H: 1.989 -3.229 4.074
H: 2.617 -2.499 -0.760
H: 2.117 -1.722 0.741
H: -2.540 1.446 -6.637
H: -2.890 -4.513 -0.242
H: -0.668 -0.862 -0.029
H: 0.413 -0.529 -2.607
H: 3.321 0.346 -2.827
H: 1.588 2.451 -6.087
H: -1.066 2.394 -2.726
H: -1.393 2.883 8.103
H: -2.930 1.742 -4.204
H: 2.085 0.499 -4.088
H: 2.432 3.023 -3.930
H: -0.281 1.809 -7.575
H: 1.261 3.692 -2.791
H: 0.573 -0.704 7.569


No. 3
Molecular formula: C24H23FeN3S4Se
Method: DFT, wB97M-V/def2-TZVPD

Gap between HOMO and LUMO (spin up / spin down) = 0.22087 / 0.17414 Eh
LUMO level (spin up / spin down) = -4.1 / -5.2 eV
Electronic energy = -6350.2967 Ha
Charge = +1
⟨S²⟩ = 8.9319
HOMO level (spin up / spin down) = -0.370 / -0.364 hartree
Spin multiplicity = 6

Positions of all 56 atoms, in Å:
Se: 0.167 -0.876 -2.260
Fe: 0.160 -0.274 0.254
S: -1.970 -0.888 0.525
S: -0.568 1.885 0.560
S: 0.378 -0.336 2.681
S: 0.766 -2.606 0.450
N: 2.120 0.212 0.075
N: -1.556 0.801 -3.807
N: 0.512 1.235 -4.189
C: 2.027 2.347 -1.073
C: 4.136 -0.366 1.257
C: 0.117 -4.372 2.406
C: -0.306 0.449 -3.478
C: -2.912 2.846 1.596
C: 2.899 -0.690 0.710
C: -2.202 1.734 1.127
C: 2.529 -2.153 0.668
C: -1.528 1.827 -4.740
C: -4.817 1.429 2.073
C: 0.309 -3.027 2.106
C: 0.163 -2.026 3.078
C: -2.825 0.475 1.128
C: -2.761 0.125 -3.302
C: 1.978 1.131 -4.190
C: 4.623 0.917 1.111
C: -4.142 0.330 1.608
C: -4.199 2.692 2.064
C: -0.142 -2.425 4.380
C: 3.908 1.815 0.353
C: -0.308 -3.769 4.688
C: -0.191 -4.743 3.707
C: -0.235 2.100 -4.981
C: 2.666 1.456 -0.195
H: -2.814 0.216 -2.221
H: 2.379 1.391 -3.217
H: 4.710 -1.123 1.777
H: 0.219 2.824 -5.638
H: -4.605 -0.653 1.609
H: -3.630 0.587 -3.758
H: 0.228 -5.120 1.627
H: 1.111 2.080 -1.582
H: 2.273 0.114 -4.428
H: -2.725 -0.929 -3.560
H: -4.739 3.557 2.434
H: 2.435 3.340 -1.227
H: -0.245 -1.664 5.146
H: -2.424 2.267 -5.148
H: -0.540 -4.058 5.708
H: -2.436 3.821 1.595
H: 3.033 -2.580 -0.201
H: 4.292 2.805 0.138
H: 2.368 1.812 -4.940
H: 2.891 -2.667 1.554
H: -0.324 -5.789 3.951
H: 5.579 1.191 1.543
H: -5.828 1.323 2.447